1.
The following is a quantum chemistry calculation of C2H3Cl2FO in the gas phase, from the Open Molecules 2025 dataset.

Its HOMO energy is -11.12 eV. As for the HOMO-LUMO gap: 11.736 eV. The SMILES is OCC(F)(Cl)Cl. As for the total energy: -1173.48849 hartree. The LUMO energy comes out at 0.613 eV.

Positions of all 9 atoms, in Å:
O1 0.87 1.93 -1.02
C1 1.23 0.77 -0.35
C2 -0.01 0.00 0.25
F1 -0.57 0.70 1.27
Cl1 0.54 -1.54 0.95
Cl2 -1.29 -0.17 -0.97
H1 0.21 1.68 -1.66
H2 1.71 0.07 -1.04
H3 1.91 0.95 0.46


2.
The following is a quantum chemistry calculation of C37H42N4O9ReSSi as an isolated structure, from the Open Molecules 2025 dataset.

Its HOMO energy (alpha / beta) is -7.36 / -7.26 eV. As for the spin multiplicity: 2. As for the HOMO-LUMO gap (alpha / beta): 7.114 / 6.967 eV. As for the total energy: -3097.29072 hartree. The LUMO energy (alpha / beta) comes out at -0.245 / -0.296 eV.

Positions of all 95 atoms, in Å:
Re1 -0.59 0.33 -0.03
C1 5.26 0.30 3.11
O1 5.36 1.69 3.37
C2 4.30 2.30 3.93
C3 4.41 3.68 4.11
C4 3.36 4.39 4.66
C5 2.17 3.75 5.00
C6 2.08 2.37 4.87
C7 3.14 1.64 4.34
N1 1.14 4.61 5.52
N2 -0.05 4.51 5.22
C8 -0.50 3.54 4.25
C9 -1.47 2.65 4.63
C10 -1.92 1.62 3.79
C11 -1.39 1.50 2.52
O2 -1.74 0.60 1.64
C12 -0.43 2.45 2.10
N3 0.04 2.23 0.83
C13 0.94 3.07 0.37
C14 1.38 4.20 1.09
C15 0.92 4.42 2.36
C16 0.00 3.50 2.92
H1 6.19 0.01 2.62
H2 4.41 0.08 2.46
H3 5.16 -0.27 4.04
H4 5.32 4.17 3.82
H5 3.43 5.46 4.81
H6 1.19 1.84 5.18
H7 3.04 0.57 4.23
H8 -1.87 2.73 5.64
H9 -2.66 0.92 4.12
H10 1.39 2.86 -0.59
H11 2.09 4.86 0.64
H12 1.25 5.27 2.93
C17 -1.51 3.40 -2.68
C18 -1.23 1.91 -2.64
C19 -1.75 1.18 -3.86
O3 -1.88 1.38 -1.45
C20 0.28 1.68 -2.50
O4 1.04 2.12 -3.33
O5 0.67 1.02 -1.43
H13 -2.58 3.58 -2.82
H14 -0.95 3.86 -3.49
H15 -1.20 3.87 -1.74
H16 -2.82 1.36 -3.98
H17 -1.58 0.11 -3.76
H18 -1.23 1.54 -4.75
H19 -2.45 0.61 -1.64
O6 2.27 0.43 1.03
N4 1.77 -0.48 1.65
O7 0.54 -0.78 1.32
C21 -3.35 -3.08 1.03
Si1 -3.63 -1.37 0.31
C22 -4.52 -0.32 1.58
C23 -4.74 -1.47 -1.20
O8 -2.21 -0.80 -0.27
H20 -4.27 -3.52 1.42
H21 -2.62 -3.02 1.84
H22 -2.94 -3.75 0.26
H23 -5.55 -0.67 1.67
H24 -4.53 0.73 1.28
H25 -4.04 -0.38 2.55
H26 -5.68 -1.99 -0.99
H27 -4.24 -1.98 -2.01
H28 -5.00 -0.46 -1.54
O9 0.05 -1.32 -1.34
S1 -0.04 -2.75 -0.77
C24 -0.17 -3.75 -2.26
C25 -1.48 -3.59 -2.97
C26 -1.60 -2.64 -3.99
C27 -2.79 -2.52 -4.69
C28 -3.87 -3.34 -4.38
C29 -3.75 -4.28 -3.37
C30 -2.56 -4.40 -2.67
C31 1.69 -3.18 -0.36
C32 2.66 -2.90 -1.46
C33 3.21 -3.95 -2.19
C34 4.08 -3.69 -3.24
C35 4.40 -2.38 -3.57
C36 3.86 -1.33 -2.84
C37 3.00 -1.59 -1.78
H29 -0.02 -4.78 -1.92
H30 0.67 -3.46 -2.89
H31 -0.75 -2.02 -4.23
H32 -2.88 -1.78 -5.48
H33 -4.79 -3.25 -4.93
H34 -4.59 -4.92 -3.12
H35 -2.47 -5.15 -1.89
H36 1.64 -4.24 -0.09
H37 1.89 -2.62 0.55
H38 2.96 -4.97 -1.94
H39 4.51 -4.51 -3.80
H40 5.07 -2.18 -4.39
H41 4.09 -0.31 -3.10
H42 2.57 -0.76 -1.23


3.
The following is a quantum chemistry calculation of C3H7NS in the gas phase, from the Open Molecules 2025 dataset.

Its HOMO energy is -8.60 eV. As for the HOMO-LUMO gap: 9.247 eV. The SMILES is CC/C=N/S. As for the total energy: -571.33886 hartree. The LUMO energy comes out at 0.646 eV.

Positions of all 12 atoms, in Å:
C1 0.63 -1.58 0.28
C2 0.63 -0.42 -0.59
C3 -0.15 0.83 -0.36
N1 -1.50 0.81 -0.49
S1 -2.63 1.97 -0.23
H1 0.93 -2.48 -0.28
H2 -0.49 -1.76 0.71
H3 1.01 -1.65 1.38
H4 0.10 -0.91 -1.59
H5 1.63 -0.34 -0.81
H6 0.43 1.86 -0.35
H7 -3.61 0.96 -0.42


4.
The following is a quantum chemistry calculation of C4H5NO2 as an isolated structure, from the Open Molecules 2025 dataset.

Its HOMO energy is -9.95 eV. As for the HOMO-LUMO gap: 10.839 eV. As for the total energy: -360.57381 hartree. The LUMO energy comes out at 0.888 eV.

Positions of all 12 atoms, in Å:
N1 0.48 1.16 1.13
C1 0.01 0.40 0.01
C2 -1.29 0.05 -0.69
C3 -0.63 -0.91 0.25
O1 0.50 -1.64 -0.31
C4 1.09 -0.43 -0.63
O2 2.15 -0.22 -1.13
H1 1.03 1.96 0.83
H2 1.20 0.50 1.44
H3 -2.22 0.49 -0.33
H4 -1.25 -0.13 -1.76
H5 -1.07 -1.23 1.19